No. 1
{"formula": "C32H22CoN10O9S3", "method": "ωB97M-V/def2-TZVPD", "homo_ev": [-7.8, -7.8], "total_charge": 0, "multiplicity": 4, "gap_ev": [6.0, 6.0], "max_force_ev_per_a": 4.46, "e_above_lowest_kcal_mol": 30.3, "species": ["Co", "N", "C", "N", "C", "C", "S", "C", "C", "S", "C", "N", "N", "H", "H", "H", "H", "H", "H", "O", "C", "O", "C", "C", "C", "C", "C", "C", "N", "O", "O", "N", "O", "O", "H", "H", "H", "O", "S", "O", "N", "C", "O", "C", "C", "C", "C", "C", "C", "H", "H", "H", "H", "N", "C", "C", "C", "C", "C", "C", "N", "C", "C", "C", "C", "N", "C", "C", "H", "H", "H", "H", "H", "H", "H", "H", "H"], "coordinates": [[-0.539, 2.058, -0.080], [2.208, 3.806, 0.475], [1.097, 4.502, 0.574], [-0.080, 3.903, 0.748], [-1.125, 4.762, 0.913], [-0.776, 6.105, 0.793], [0.977, 6.288, 0.446], [-2.417, 4.102, 1.168], [-3.685, 4.539, 1.382], [-4.783, 3.302, 1.754], [-3.435, 2.154, 1.651], [-2.263, 2.723, 1.339], [-3.574, 0.871, 2.013], [2.351, 2.858, 1.072], [3.030, 4.343, 0.162], [-1.361, 6.945, 1.137], [-3.942, 5.588, 1.422], [-4.472, 0.611, 2.382], [-2.779, 0.242, 2.095], [2.360, 1.506, 1.734], [1.340, 0.834, 1.820], [0.188, 1.052, 1.244], [1.293, -0.339, 2.691], [0.037, -0.653, 3.253], [-0.146, -1.929, 3.713], [0.895, -2.867, 3.891], [2.129, -2.454, 3.409], [2.422, -1.193, 2.798], [3.309, -3.284, 3.487], [4.384, -3.040, 2.857], [3.183, -4.242, 4.307], [-1.391, -2.288, 4.214], [-2.327, -1.543, 3.902], [-1.456, -3.360, 4.919], [-0.779, 0.086, 3.217], [0.806, -3.762, 4.394], [3.391, -0.930, 2.478], [-4.586, 0.370, -2.927], [-4.332, 1.780, -2.697], [-5.471, 2.640, -2.303], [-3.140, 2.168, -1.579], [-2.076, 2.647, -2.216], [-0.924, 2.924, -1.682], [-2.171, 2.731, -3.686], [-1.241, 3.244, -4.580], [-1.561, 3.305, -5.939], [-2.773, 2.790, -6.390], [-3.756, 2.343, -5.489], [-3.436, 2.319, -4.129], [-0.236, 3.669, -4.340], [-0.888, 3.713, -6.657], [-3.081, 2.869, -7.419], [-4.783, 2.094, -5.797], [3.170, -3.207, -0.329], [3.440, -4.496, 0.202], [4.537, -5.154, 0.756], [4.404, -6.563, 0.853], [3.352, -7.260, 0.280], [2.315, -6.607, -0.361], [2.351, -5.213, -0.298], [1.381, -4.425, -0.895], [1.886, -3.203, -0.892], [1.196, -1.963, -1.188], [-0.183, -1.942, -1.295], [-0.847, -0.681, -1.251], [-0.190, 0.502, -1.211], [1.115, 0.433, -1.376], [1.860, -0.746, -1.353], [3.519, -2.329, 0.014], [5.420, -4.651, 1.165], [5.035, -7.231, 1.431], [3.342, -8.356, 0.312], [1.517, -7.069, -0.970], [-0.817, -2.800, -1.147], [-1.944, -0.596, -1.322], [1.627, 1.393, -1.490], [2.902, -0.740, -1.576]]}

=====

No. 2
{"formula": "C32H23BF6O2S", "method": "ωB97M-V/def2-TZVPD", "homo_ev": -8.1, "total_charge": 0, "smiles": "FC(F)(F)c1ccc([C@H](B2Oc3ccccc3O2)c2ccccc2)cc1.Cc1ccc(-c2ccc(C(F)(F)F)cc2)s1", "multiplicity": 1, "gap_ev": 8.0, "max_force_ev_per_a": 3.55, "e_above_lowest_kcal_mol": 0.0, "species": ["F", "C", "F", "F", "C", "C", "C", "C", "C", "B", "O", "C", "C", "C", "C", "C", "C", "O", "C", "C", "C", "C", "C", "C", "C", "C", "H", "H", "H", "H", "H", "H", "H", "H", "H", "H", "H", "H", "H", "H", "C", "C", "C", "C", "C", "C", "C", "C", "C", "C", "F", "F", "F", "C", "C", "S", "H", "H", "H", "H", "H", "H", "H", "H", "H"], "coordinates": [[-2.094, 4.052, -1.690], [-1.083, 4.708, -1.019], [-0.329, 5.350, -1.956], [-1.696, 5.660, -0.253], [-0.288, 3.732, -0.196], [0.823, 3.086, -0.739], [1.556, 2.208, 0.054], [1.177, 1.937, 1.376], [2.165, 1.395, 2.365], [3.814, 1.286, 2.172], [4.696, 1.960, 1.307], [5.857, 1.222, 1.337], [7.057, 1.454, 0.696], [8.084, 0.520, 0.893], [7.903, -0.597, 1.710], [6.685, -0.829, 2.372], [5.691, 0.110, 2.182], [4.438, 0.137, 2.726], [1.694, 0.751, 3.634], [2.476, 0.952, 4.789], [1.954, 0.663, 6.045], [0.714, 0.028, 6.171], [-0.025, -0.257, 5.017], [0.444, 0.162, 3.770], [-0.005, 2.525, 1.860], [-0.721, 3.429, 1.087], [1.127, 3.283, -1.763], [2.472, 1.750, -0.324], [2.606, 2.377, 2.775], [7.183, 2.334, 0.067], [9.041, 0.665, 0.394], [8.715, -1.314, 1.846], [6.515, -1.701, 2.999], [3.464, 1.411, 4.709], [2.519, 0.927, 6.935], [0.321, -0.245, 7.154], [-0.982, -0.781, 5.087], [-0.160, 0.046, 2.874], [-0.344, 2.344, 2.880], [-1.615, 3.893, 1.486], [1.922, -3.396, -1.430], [1.207, -2.599, -0.405], [1.013, -2.919, 0.931], [0.059, -2.076, 1.573], [-0.405, -1.030, 0.779], [-1.584, -0.193, 0.924], [-1.985, 0.603, -0.171], [-3.055, 1.476, -0.065], [-3.733, 1.578, 1.144], [-4.855, 2.567, 1.259], [-5.979, 2.013, 1.804], [-4.492, 3.632, 2.051], [-5.216, 3.085, 0.047], [-3.406, 0.771, 2.237], [-2.376, -0.155, 2.103], [0.402, -1.123, -0.791], [1.690, -4.459, -1.307], [1.606, -3.096, -2.435], [3.008, -3.270, -1.353], [1.522, -3.755, 1.411], [-0.255, -2.231, 2.602], [-1.454, 0.552, -1.128], [-3.366, 2.077, -0.915], [-3.976, 0.847, 3.162], [-2.173, -0.857, 2.918]]}

=====

No. 3
{"formula": "C32H23BrCl5GeNO2ReS4Sb", "method": "ωB97M-V/def2-TZVPD", "homo_ev": [-12.3, -12.3], "total_charge": 2, "multiplicity": 1, "gap_ev": [3.4, 3.4], "max_force_ev_per_a": 3.85, "e_above_lowest_kcal_mol": 3.1, "species": ["Re", "Cl", "C", "C", "C", "Cl", "C", "Cl", "C", "Cl", "C", "Cl", "S", "Sb", "S", "S", "S", "Br", "C", "C", "C", "C", "C", "N", "H", "H", "H", "H", "O", "C", "O", "C", "C", "Ge", "C", "C", "C", "C", "C", "C", "C", "C", "C", "C", "C", "C", "C", "C", "C", "C", "C", "C", "H", "H", "H", "H", "H", "H", "H", "H", "H", "H", "H", "H", "H", "H", "H", "H", "H", "H", "H"], "coordinates": [[-19.517, -13.347, -8.651], [-22.408, -11.125, -7.788], [-22.522, -12.195, -9.156], [-21.351, -12.825, -9.600], [-21.441, -13.405, -10.873], [-19.979, -14.175, -11.470], [-22.640, -13.498, -11.654], [-22.588, -14.288, -13.181], [-23.794, -12.922, -11.159], [-25.210, -12.877, -12.136], [-23.726, -12.394, -9.836], [-25.214, -12.068, -9.071], [-17.380, -14.867, -4.781], [-16.093, -13.160, -6.009], [-18.189, -12.000, -7.371], [-19.904, -12.798, -6.621], [-16.912, -13.339, -3.533], [-21.598, -15.206, -5.828], [-20.358, -15.999, -7.041], [-20.135, -17.389, -6.748], [-19.327, -18.178, -7.562], [-18.713, -17.638, -8.673], [-18.862, -16.270, -8.915], [-19.704, -15.487, -8.107], [-20.586, -17.754, -5.847], [-19.191, -19.233, -7.233], [-18.032, -18.215, -9.310], [-18.433, -15.747, -9.715], [-15.988, -13.240, -8.674], [-16.635, -13.318, -9.708], [-17.848, -13.742, -9.729], [-16.149, -12.893, -11.104], [-15.552, -14.082, -11.858], [-13.909, -13.768, -12.974], [-13.977, -15.239, -14.282], [-15.209, -15.590, -14.816], [-15.376, -16.676, -15.656], [-14.324, -17.490, -15.947], [-13.082, -17.127, -15.471], [-12.884, -16.057, -14.666], [-12.236, -13.907, -11.935], [-11.595, -15.106, -11.738], [-10.303, -15.142, -11.231], [-9.665, -13.964, -10.790], [-10.377, -12.740, -10.908], [-11.690, -12.770, -11.329], [-14.066, -12.149, -14.015], [-15.233, -11.623, -14.486], [-15.284, -10.316, -15.050], [-14.085, -9.588, -15.232], [-12.897, -10.192, -14.813], [-12.870, -11.420, -14.172], [-15.366, -12.117, -10.912], [-17.045, -12.492, -11.634], [-16.264, -14.628, -12.500], [-15.194, -14.845, -11.117], [-16.045, -14.956, -14.638], [-16.389, -16.806, -16.048], [-14.461, -18.335, -16.636], [-12.165, -17.720, -15.736], [-11.923, -15.878, -14.138], [-12.021, -16.024, -12.141], [-9.753, -16.103, -11.256], [-8.603, -14.027, -10.481], [-9.829, -11.856, -10.642], [-12.268, -11.846, -11.283], [-16.186, -12.125, -14.376], [-16.226, -9.936, -15.502], [-13.982, -8.650, -15.734], [-11.922, -9.741, -15.026], [-11.905, -11.871, -13.947]]}